Record 1
The following is a quantum chemistry calculation of a molecular structure, C12H22Cl3F6N4O4RuSbSi in a non-equilibrium geometry, from OMol25.

Last column: Löwdin charge in e.
Positions of all 54 atoms, in Å:
N: -0.626 3.844 -0.309  -0.165
H: -3.687 -3.325 0.855  0.071
H: -0.198 3.340 -2.288  0.131
N: -0.595 -1.132 2.110  -0.026
C: -2.573 -2.033 3.105  -0.004
H: -2.495 3.320 0.478  0.128
C: -1.718 2.865 -0.161  -0.124
Cl: 2.287 0.256 3.463  0.277
C: -1.641 -2.969 0.915  -0.298
H: 2.999 -2.048 -3.213  0.091
H: -2.755 -3.871 -0.640  0.099
C: -1.539 -1.986 2.052  -0.266
C: 3.503 -1.168 -2.827  -0.028
F: 0.507 0.128 -3.169  -0.347
H: 3.419 -0.370 -3.559  0.093
N: 0.408 1.658 0.387  -0.243
H: -2.116 2.702 -1.154  0.110
H: -1.493 0.677 -0.056  0.086
Cl: 4.074 -2.265 2.109  0.308
F: -2.229 -2.365 -2.656  -0.323
H: -1.338 1.488 1.500  0.102
H: 0.622 1.322 -1.636  0.068
C: 0.090 4.015 0.933  -0.146
O: -0.707 -0.360 3.246  -0.089
O: 2.433 -2.857 -0.852  0.080
Sb: -0.921 -1.085 -2.961  1.370
Ru: 1.125 -0.502 0.473  1.102
F: -1.489 -0.634 -4.685  -0.341
Cl: 4.618 0.734 1.114  0.323
H: -2.214 -2.665 3.942  0.121
C: 2.482 -1.678 -0.711  -0.642
O: -0.552 -4.758 0.108  0.088
N: -0.657 -3.763 0.805  0.002
H: 2.019 2.159 -0.852  0.122
H: -3.462 -2.531 2.764  0.067
H: 0.609 2.357 2.330  0.094
H: 1.078 4.204 -1.377  0.120
H: 4.575 -1.318 -2.686  0.098
C: -2.909 -3.102 0.147  -0.009
H: -0.641 4.267 1.724  0.132
H: 1.864 2.820 1.256  0.100
F: 0.258 -2.422 -3.528  -0.330
C: 0.804 2.704 1.308  -0.194
C: -1.111 1.585 0.443  -0.136
H: -3.150 -2.151 -0.337  0.086
C: 0.319 3.431 -1.329  -0.139
Si: 3.151 -0.515 1.624  -0.714
F: -0.379 -1.337 -1.113  -0.396
H: -2.936 -1.054 3.437  0.097
H: 0.829 4.783 0.806  0.114
C: 0.931 2.085 -0.935  -0.156
H: 0.179 -0.047 3.426  -0.060
O: 2.946 -0.750 -1.563  -0.159
F: -1.995 0.315 -2.259  -0.346

Summary:
HOMO (alpha / beta)   -8.758 / -8.926 eV
LUMO (alpha / beta)   -0.408 / -1.884 eV
Strongest force on any atom   1.68 eV/Å
Multiplicity   5
E   -97823.1322 eV


Record 2
The following is a quantum chemistry calculation of a molecular structure, C28H67ClF2GaN5O10P in a non-equilibrium geometry, from OMol25.

Last column: Löwdin charge in e.
Positions of all 115 atoms, in Å:
H: -3.059 -3.896 -1.835  0.074
H: 0.022 3.809 -4.488  0.093
O: 0.819 3.340 0.486  -0.151
H: 2.066 0.936 -2.454  0.072
H: 5.221 3.429 1.884  0.119
H: 1.047 4.734 -3.356  0.078
C: -2.369 -6.377 -0.949  -0.216
H: 1.260 -1.686 -2.887  0.091
H: 2.146 5.957 -4.807  0.065
C: 1.636 -2.217 -2.007  -0.101
C: -8.414 -4.773 -2.843  -0.211
H: 3.000 6.319 -6.297  0.072
H: -9.557 -5.682 -0.328  0.075
N: -0.301 -5.128 -0.304  0.043
C: -7.292 -3.919 -0.698  -0.062
C: -3.817 -5.626 0.794  -0.105
H: 1.389 3.001 -6.038  0.120
C: -1.425 -5.204 -1.239  -0.435
F: -4.546 3.797 3.746  0.107
H: 2.896 0.278 4.873  0.106
C: 2.458 0.225 3.871  -0.211
H: -8.995 -3.841 -2.872  0.120
H: 0.255 -5.977 -0.358  0.072
C: 0.739 3.730 -3.666  -0.085
H: 5.274 -0.795 -0.412  0.077
H: 4.926 6.331 3.389  0.086
H: 1.285 -1.710 -1.107  0.078
C: -7.109 -4.573 -2.063  -0.429
H: -2.341 -3.477 -0.274  0.071
H: 4.726 -1.558 -2.834  0.117
H: 2.854 2.134 -5.567  0.119
Cl: -2.401 -0.073 2.854  0.130
N: -2.791 2.759 4.683  0.077
H: -6.979 -6.512 -1.487  0.076
H: 7.214 2.534 3.161  0.112
C: 5.488 3.750 2.890  -0.234
H: -3.426 -4.679 1.174  0.080
H: 4.922 1.319 1.720  0.082
C: 6.248 2.676 3.649  -0.174
H: 1.823 0.259 -0.842  0.050
H: 4.580 0.680 -2.084  0.132
H: 5.984 5.654 4.664  0.085
H: 4.561 4.010 3.413  0.117
H: 1.229 -3.228 -1.997  0.070
O: -2.675 3.541 6.875  0.118
C: -2.470 2.741 6.001  -0.583
C: -3.306 3.980 4.245  -0.558
H: -7.676 -4.625 0.039  0.067
H: 6.640 6.779 3.465  0.082
C: 5.524 1.330 3.826  -0.191
H: -7.977 -3.071 -0.751  0.080
H: 0.482 -0.229 3.141  0.059
H: 3.239 -0.896 -3.526  0.116
H: -1.270 4.099 2.013  0.042
H: 4.685 -0.184 2.544  0.093
H: 0.940 2.484 3.527  0.039
H: -1.010 -5.385 -2.237  0.131
O: -2.799 5.056 4.198  0.159
C: 3.149 4.249 -5.710  -0.438
F: -1.886 1.553 6.290  0.071
H: 0.614 -0.206 4.866  0.106
C: 3.844 0.002 -1.638  -0.419
C: 5.932 5.965 3.615  -0.127
H: -3.252 -6.329 -1.601  0.110
H: -0.680 -5.126 0.639  0.073
H: -6.493 -3.901 -2.668  0.136
H: 2.700 -0.778 3.499  0.107
O: -9.226 -5.835 -2.382  -0.190
H: -1.841 -7.308 -1.177  0.118
H: 6.468 3.092 4.638  0.108
O: 3.052 -2.313 -2.031  -0.189
H: -8.160 -5.032 -3.874  0.121
H: -1.480 -3.106 -1.752  0.067
C: 0.357 1.757 4.094  -0.234
H: -6.335 -3.554 -0.326  0.074
N: 4.268 4.402 -4.776  0.038
H: 0.240 3.253 -2.822  0.058
O: 6.303 4.917 2.748  -0.197
O: -0.307 1.023 0.435  -0.156
N: -6.356 -5.820 -1.895  0.044
C: 2.537 0.769 -1.485  -0.061
C: 4.599 0.899 2.672  -0.226
C: -1.580 3.090 1.736  -0.280
C: -2.122 -3.846 -1.275  -0.058
C: 2.267 3.038 -5.377  -0.217
H: -10.917 -6.206 -1.329  0.085
H: 2.567 1.310 2.002  0.104
H: 0.879 3.887 -0.307  0.068
H: -10.427 -4.500 -1.336  0.090
H: 6.288 0.558 3.950  0.101
C: 3.128 1.229 2.937  -0.216
O: -2.771 -6.500 0.399  -0.190
N: 4.351 -0.380 -0.317  0.054
H: -4.362 -6.114 1.602  0.086
H: -6.113 -6.198 -2.807  0.076
H: 0.403 2.059 5.141  0.054
H: 0.083 0.756 1.282  0.033
Ga: -1.508 1.915 3.390  0.168
P: -0.603 2.590 0.356  0.348
O: -1.206 2.896 -0.964  -0.311
H: 3.764 -1.129 0.038  0.078
H: 2.723 1.747 -1.039  0.075
H: 1.459 5.456 -6.356  0.076
H: 4.949 1.338 4.754  0.101
O: 1.867 2.946 -4.030  -0.206
H: 3.079 2.220 3.401  0.098
H: 3.886 4.412 -3.834  0.070
C: 0.925 0.334 3.968  -0.293
H: 4.851 3.571 -4.808  0.067
H: -2.595 3.144 1.338  0.048
C: 3.722 -1.200 -2.587  -0.214
C: 2.389 5.569 -5.795  -0.073
H: -4.508 -5.439 -0.031  0.057
H: 3.576 4.052 -6.699  0.131
C: -10.063 -5.531 -1.284  -0.109

Summary:
HOMO   -6.468 eV
LUMO   2.045 eV
Charge   -1
Strongest force on any atom   1.47 eV/Å
E   -137676.7206 eV


- What is the formula in the first record?
  C12H22Cl3F6N4O4RuSbSi


- Among the records above, which one has the highest strongest force on any atom?
  C12H22Cl3F6N4O4RuSbSi


- Which of these has the highest strongest force on any atom?
  C12H22Cl3F6N4O4RuSbSi


- Which of these has the highest E?
  C12H22Cl3F6N4O4RuSbSi